No. 1
16
Properties=species:S:1:pos:R:3 method="wB97M-V/def2-TZVPD" de_lowest_kj_mol=436.7 multiplicity=1 lumo_ev=0.3 smiles="C[C@H](C=O)NCO"
C 1.4609 1.2291 0.1418
C 0.6540 0.0038 -0.0812
C 0.7851 -0.6772 -1.3931
O 0.4916 -0.1999 -2.5550
N -0.7623 0.2708 0.1454
C -1.3562 -0.7649 0.9284
O -2.8305 -0.4815 1.0242
H 1.5404 1.6012 1.1390
H 1.2149 2.1467 -0.4633
H 2.3648 1.0130 -0.3753
H 1.1403 -0.6785 0.7066
H 1.5954 -1.4520 -1.5014
H -0.8159 1.1646 -0.2690
H -0.9570 -0.6751 1.8952
H -1.3220 -1.9363 0.5789
H -3.2037 -0.5637 0.0789

No. 2
16
Properties=species:S:1:pos:R:3 method="wB97M-V/def2-TZVPD" de_lowest_kj_mol=160.8 multiplicity=1 lumo_ev=1.1 smiles="COC(C)=O.C=N"
C -1.4228 1.2535 -0.8760
O -1.1563 1.0213 0.5130
C 0.1335 0.8760 0.8271
C 0.3222 0.5306 2.2819
O 1.0395 0.9961 0.0307
H -2.4984 1.4224 -0.9383
H -0.8751 2.1323 -1.2256
H -1.1292 0.3724 -1.4532
H -0.5611 0.7785 2.8723
H 0.5093 -0.5454 2.3619
H 1.2003 1.0548 2.6644
C 1.1474 -1.8486 -1.3392
N -0.1097 -1.8270 -1.5141
H 1.6321 -0.9527 -0.9471
H 1.7871 -2.7143 -1.5528
H -0.4392 -2.7219 -1.8832

No. 3
16
Properties=species:S:1:pos:R:3 method="wB97M-V/def2-TZVPD" de_lowest_kj_mol=152.4 multiplicity=1 lumo_ev=0.5 smiles="NC(=O)CC=O.C"
N -1.0273 1.9931 -1.2171
C -0.3816 2.0288 -0.0236
O -0.0189 3.0373 0.5488
C -0.1333 0.6297 0.5547
C 0.4765 -0.1583 -0.5796
O -0.1663 -0.5398 -1.5396
H -1.1001 2.8495 -1.7390
H -1.1172 1.1063 -1.7018
H -1.0892 0.1897 0.8645
H 0.5217 0.7223 1.4253
H 1.5712 -0.2929 -0.5417
C 0.4970 -2.3063 0.8021
H -0.3215 -2.3483 1.5180
H 1.2993 -1.6792 1.2096
H 0.9025 -3.2781 0.5548
H 0.0870 -1.9539 -0.1354

No. 4
16
Properties=species:S:1:pos:R:3 method="wB97M-V/def2-TZVPD" de_lowest_kj_mol=163.0 multiplicity=1 lumo_ev=0.4 smiles="CCNC=O.C=O"
C -1.6477 0.8119 0.6778
C -1.6181 -0.6477 0.2383
N -0.3649 -1.0347 -0.3900
C 0.7224 -1.3460 0.3608
O 0.7297 -1.5188 1.5639
H -1.4619 1.4872 -0.1644
H -2.6292 1.0449 1.1037
H -0.8843 0.9968 1.4397
H -1.7597 -1.3017 1.1021
H -2.4277 -0.8535 -0.4696
H -0.1660 -0.6423 -1.2997
H 1.6341 -1.4592 -0.2604
C 2.4597 1.1190 -1.0687
O 1.2993 1.3247 -1.3269
H 3.2542 1.2413 -1.8288
H 2.7893 0.7845 -0.0667

No. 5
16
Properties=species:S:1:pos:R:3 method="wB97M-V/def2-TZVPD" de_lowest_kj_mol=213.0 multiplicity=1 lumo_ev=1.0 smiles="CNC=O.CC=O"
C 0.9933 0.8661 -2.1237
N 0.3058 0.2595 -1.0106
C -0.8026 -0.4903 -1.1585
O -1.4782 -1.0002 -0.2783
H 1.0289 1.9538 -2.0060
H 2.0184 0.4911 -2.2022
H 0.4637 0.6322 -3.0517
H 0.6390 0.5043 -0.0729
H -1.0910 -0.6335 -2.2102
C -0.4411 -1.0196 1.9041
C -0.2181 0.4166 1.9240
O 0.7974 0.9786 1.5431
H -1.4570 -1.3904 2.0332
H 0.1856 -1.6438 1.2672
H 0.0382 -0.8716 2.9287
H -0.9823 0.9473 2.5138

No. 6
16
Properties=species:S:1:pos:R:3 method="wB97M-V/def2-TZVPD" de_lowest_kj_mol=435.2 multiplicity=1 lumo_ev=-0.1
N 1.0455 0.5544 1.4773
C 1.1987 -0.7402 1.0670
O 1.9266 -1.5537 1.6028
C 0.3147 -1.1169 -0.0961
C -1.0323 -0.7906 -0.0524
C -1.3070 1.0697 -0.9691
O -0.2115 1.6590 -1.2011
H 1.6929 0.8663 2.1872
H 0.7324 1.2431 0.7992
H 1.0676 -0.1273 -1.1100
H 0.6675 -1.9548 -0.6912
H -1.7213 -1.3856 -0.6457
H -1.4153 -0.4160 0.8905
H -1.8799 0.6615 -1.8130
H -1.8948 1.3933 -0.1052
H 0.8164 0.6377 -1.3403

No. 7
16
Properties=species:S:1:pos:R:3 method="wB97M-V/def2-TZVPD" de_lowest_kj_mol=175.4 multiplicity=1 lumo_ev=1.0 smiles="C/N=C/OCCO"
C 2.2300 -0.3261 -1.0460
N 0.9280 0.0054 -0.5005
C 0.9011 0.7554 0.5186
O -0.1928 1.1472 1.1675
C -1.4887 0.8193 0.6335
C -1.7952 -0.6772 0.5256
O -1.5786 -1.2076 -0.7523
H 2.3863 -1.4082 -0.9799
H 2.2658 -0.0522 -2.1050
H 3.0610 0.1765 -0.5283
H 1.7934 1.1707 1.0007
H -2.1677 1.3063 1.3373
H -1.6003 1.2803 -0.3550
H -1.2242 -1.2045 1.3092
H -2.8584 -0.8253 0.7460
H -0.6597 -0.9600 -0.9713

No. 8
16
Properties=species:S:1:pos:R:3 method="wB97M-V/def2-TZVPD" de_lowest_kj_mol=65.7 multiplicity=1 lumo_ev=0.9 smiles="CCNC(=O)OC"
C -1.9192 0.7337 0.9889
C -1.7411 -0.5938 0.2459
N -0.7034 -0.4100 -0.7512
C 0.5768 -0.4585 -0.2624
O 0.9083 -0.8534 0.8387
O 1.4271 -0.0010 -1.2019
C 2.7742 0.0614 -0.7562
H -1.0898 0.8342 1.6991
H -1.8325 1.5595 0.2537
H -2.8442 0.8539 1.5698
H -1.3675 -1.3649 0.9183
H -2.6275 -1.0094 -0.2424
H -0.8386 0.4035 -1.3224
H 3.3593 0.0852 -1.6788
H 2.9236 0.9767 -0.1642
H 2.9945 -0.8172 -0.1349

No. 9
16
Properties=species:S:1:pos:R:3 method="wB97M-V/def2-TZVPD" de_lowest_kj_mol=81.5 multiplicity=1 lumo_ev=0.7 smiles="C[C@@H](CO)NC=O"
C 1.0693 -0.0191 -1.5200
C 0.6491 -0.0162 -0.0509
C -0.0098 1.3185 0.3090
O -0.1705 1.5058 1.6880
N -0.2100 -1.1824 0.2075
C -1.4239 -1.2605 0.8009
O -2.1104 -0.3487 1.2397
H 1.4759 -0.9894 -1.8260
H 1.8465 0.7339 -1.6883
H 0.2143 0.2052 -2.1687
H 1.5394 -0.1083 0.5869
H 0.6541 2.1115 -0.0607
H -0.9664 1.4056 -0.2272
H -0.9877 1.0253 1.9076
H 0.2007 -2.0725 -0.0452
H -1.7708 -2.3087 0.8473

No. 10
16
Properties=species:S:1:pos:R:3 method="wB97M-V/def2-TZVPD" de_lowest_kj_mol=196.9 multiplicity=1 lumo_ev=0.8 smiles="C[C@H](O)[C@@H](N)C=O"
C -1.8394 -0.3808 -0.5797
C -0.5358 -0.5692 0.2470
O -0.6929 -0.0881 1.5974
C 0.6788 0.0225 -0.3812
N 0.6417 1.4828 -0.3928
C 1.8536 -0.4632 0.5144
O 2.7897 0.2340 0.8483
H -2.7052 -0.9314 -0.1523
H -1.6054 -0.8090 -1.5619
H -2.0945 0.6806 -0.6752
H -0.3855 -1.6168 0.4903
H -1.0015 0.8239 1.5093
H 0.7112 -0.4757 -1.3611
H 1.3627 1.8485 -1.0030
H 1.0204 1.8492 0.4780
H 1.8022 -1.6073 0.4225

No. 11
16
Properties=species:S:1:pos:R:3 method="wB97M-V/def2-TZVPD" de_lowest_kj_mol=739.4 multiplicity=1 lumo_ev="0.6 / 0.6"
C -0.2502 1.6267 0.2241
O -0.5096 0.8459 1.3389
C -0.6081 -1.1794 0.8275
C 0.1553 -0.8042 -0.2601
N -0.3200 -0.0187 -1.2276
O -1.7232 -0.1186 -1.2944
C 1.6570 -0.8782 -0.2180
H -0.5049 2.0589 1.4294
H 0.7808 1.8789 -0.0282
H -1.0630 2.0064 -0.3892
H -1.6885 -1.1825 0.7735
H -0.1426 -1.7352 1.6379
H -1.8948 0.2003 -2.1899
H 1.9880 -1.9141 -0.0914
H 2.0516 -0.2916 0.6207
H 2.0721 -0.4947 -1.1530

No. 12
16
Properties=species:S:1:pos:R:3 method="wB97M-V/def2-TZVPD" charge=+1 de_lowest_kj_mol=672.8 s2=0.77 multiplicity=2 lumo_ev="-6.8 / -8.6"
O 0.2652 2.3149 -0.7981
C -0.3883 1.3259 -0.5544
C -0.6117 0.5910 0.5756
C 1.0275 -0.6082 -0.2798
C 0.4663 -1.8691 -0.2878
O -1.0697 -2.1354 -0.4113
N 0.1595 0.9185 1.7565
H -1.0135 1.0550 -1.2570
H -1.0407 -0.3128 0.6496
H 1.2859 -0.1834 -1.3503
H 1.8317 -0.4959 0.5013
H 0.9734 -2.4950 -1.1077
H 0.6044 -2.2159 0.7778
H -1.7089 -1.3881 -0.8067
H 0.9314 1.5072 1.4191
H 0.4935 0.0260 1.8331

No. 13
17
Properties=species:S:1:pos:R:3 method="wB97M-V/def2-TZVPD" charge=-1 de_lowest_kj_mol=57.6 s2=0.75 multiplicity=2 lumo_ev="3.4 / 2.3"
O -0.4640 0.8122 -2.1982
C -0.8149 0.2882 -1.1597
N -0.0412 -0.7264 -0.5519
C 1.3215 -0.5149 -0.1491
C 2.2480 -0.5591 -1.3320
S -3.1912 0.0880 1.1630
C 1.6498 0.4827 0.8745
O 2.6921 -0.1071 1.7570
H -1.8557 0.2612 -0.8324
H -0.6109 -1.1965 0.1608
H 2.5256 -1.5662 -1.6542
H 1.9239 0.0557 -2.1777
H 3.1772 -0.0506 -1.0255
H -3.2996 1.2776 1.7962
H 0.7880 0.7666 1.4812
H 2.0369 1.4626 0.5732
H 2.7193 -0.9745 1.3361

No. 14
17
Properties=species:S:1:pos:R:3 method="wB97M-V/def2-TZVPD" de_lowest_kj_mol=632.4 multiplicity=1 lumo_ev="0.2 / 0.2"
C -1.8195 1.0630 -0.2427
C -0.5852 1.7854 -0.2811
C -1.5333 -0.4447 0.0573
C 2.9188 -0.8796 -0.4953
N 0.6170 0.0304 -0.7910
O 2.0154 1.1044 1.0033
O -0.4846 -0.7566 -0.8605
S 1.6280 -0.2580 0.5914
H -2.5144 1.4696 0.5930
H -2.3560 1.0947 -1.3247
H -0.4232 2.2178 -1.2380
H 0.0767 1.9309 0.5955
H -1.2088 -0.6738 1.0912
H -2.3667 -1.0046 -0.4365
H 3.6992 -0.1237 -0.5632
H 2.3645 -1.0491 -1.4368
H 3.3608 -1.8903 -0.0593

No. 15
17
Properties=species:S:1:pos:R:3 method="wB97M-V/def2-TZVPD" de_lowest_kj_mol=304.1 multiplicity=1 lumo_ev=0.6 smiles="C=C(CN)S(C)(=O)=O"
C 0.3605 -1.4844 1.2234
C 0.4518 -0.4452 0.4210
C 1.5637 0.3806 -0.1366
N 1.7363 1.5857 0.6677
S -1.1688 0.2627 0.0516
C -1.6546 -0.2802 -1.6280
O -2.1927 -0.3937 0.8506
O -1.2163 1.6663 0.1841
H -0.5801 -1.8370 1.5274
H 1.1022 -2.1469 1.5254
H 1.1023 0.5625 -1.1979
H 2.6228 0.0409 -0.1451
H 0.8182 1.8583 1.0358
H 2.3198 1.3684 1.4532
H -2.4315 0.3362 -1.8867
H -0.8618 -0.2083 -2.3953
H -1.9719 -1.2660 -1.5506

No. 16
17
Properties=species:S:1:pos:R:3 method="wB97M-V/def2-TZVPD" charge=+3 multiplicity=1 lumo_ev=-18.0
N 2.6124 -0.7199 -0.0897
C 1.2874 -1.0192 -0.3476
C 0.5004 0.1910 -0.9262
C -0.7079 0.7681 0.2392
O -1.5380 -0.2162 0.4543
C -3.0238 -0.0549 -0.0451
O -3.2517 -0.2792 -1.1464
H 2.8373 -0.5691 0.8983
H 3.0104 0.1014 -0.5684
H 0.8577 -1.4760 0.5450
H 1.2093 -1.7937 -1.1756
H -0.0838 -0.1809 -1.7661
H 1.1193 1.0577 -1.1719
H -1.1062 1.6352 -0.3138
H -0.2548 1.1317 1.2201
H -3.7222 0.2379 0.7455
Tl 0.2541 1.1859 3.4484

No. 17
17
Properties=species:S:1:pos:R:3 method="wB97M-V/def2-TZVPD" de_lowest_kj_mol=155.1 multiplicity=1 lumo_ev=0.4 smiles="CC(=O)NCC=O.O"
C 0.0185 1.9150 -0.4586
C 0.5064 0.6237 -1.0529
O 0.2283 0.2898 -2.1918
N 1.4579 -0.1443 -0.3897
C 1.8545 -0.0271 1.0035
C 0.7568 -0.3372 2.0314
O 0.8726 -1.0901 2.9499
H 0.9331 2.4025 -0.0941
H -0.4997 2.4990 -1.2079
H -0.6221 1.9043 0.4253
H 1.9426 -0.8501 -0.9122
H 2.6825 -0.7370 1.0799
H 2.2353 0.9436 1.3425
H -0.0941 0.3846 1.9256
O -4.5576 -1.1353 -1.6197
H -3.6175 -1.1309 -1.8495
H -4.6336 -1.4404 -0.6928

No. 18
17
Properties=species:S:1:pos:R:3 method="wB97M-V/def2-TZVPD" de_lowest_kj_mol=103.7 multiplicity=1 lumo_ev=0.6 smiles="COC(N)=O.C=CO"
C -1.4111 0.5221 1.7214
O -0.2167 -0.0687 2.2207
C 0.9076 0.2034 1.5349
N 1.9729 -0.4135 2.0834
O 0.9559 0.9052 0.5515
H -2.1633 0.3681 2.4904
H -1.2641 1.5882 1.5390
H -1.7193 0.0399 0.7917
H 2.8838 -0.2593 1.6911
H 1.8687 -0.9497 2.9255
C -0.3226 -0.7518 -3.4201
C -0.2085 -0.3412 -2.1637
O -0.6004 0.8902 -1.7518
H -0.0362 -1.7472 -3.7020
H -0.7332 -0.1070 -4.1780
H 0.2090 -0.9873 -1.4019
H -0.1224 1.1084 -0.9322

No. 19
17
Properties=species:S:1:pos:R:3 method="wB97M-V/def2-TZVPD" de_lowest_kj_mol=389.2 multiplicity=1 lumo_ev="-0.2 / -0.2"
C 1.4537 -0.0337 -1.0218
C 0.1199 -0.4760 -0.5198
O -0.0598 -1.7570 -0.2226
C -0.9495 0.4026 -0.3186
C -0.9643 1.7830 -0.9037
N -1.8276 0.1792 0.6621
O -1.9363 -0.9225 1.2407
H 2.0258 -0.8805 -1.3982
H 2.0183 0.4308 -0.2115
H 1.3415 0.6966 -1.8179
H 0.7724 -2.2014 -0.0100
H -0.1417 2.3883 -0.5235
H -1.8975 2.2662 -0.6300
H -0.8941 1.7427 -1.9899
O 0.6254 -1.1133 2.3305
H 0.6294 -1.3038 3.2708
H -0.3156 -1.2011 2.0633

No. 20
17
Properties=species:S:1:pos:R:3 method="wB97M-V/def2-TZVPD" de_lowest_kj_mol=184.3 multiplicity=1 lumo_ev=0.7 smiles="NC(=O)C[C@H]1CO1.O"
N -2.0522 0.7962 0.7034
C -1.5452 1.3178 -0.4278
O -1.8958 2.4109 -0.8663
C -0.5639 0.4414 -1.1882
C 0.6155 -0.1308 -0.4357
C 1.2043 0.4777 0.7622
O 0.3912 -0.6837 0.9336
H -2.7759 1.2962 1.2017
H -1.7419 -0.1073 1.0395
H -1.1287 -0.3935 -1.6329
H -0.1746 1.0365 -2.0234
H 1.3496 -0.5727 -1.1177
H 2.2686 0.3141 0.9541
H 0.7592 1.3883 1.1710
O 1.6067 -2.8884 0.2089
H 1.2280 -2.1436 0.8180
H 2.4550 -2.5591 -0.1004